# 1
96
Properties=species:S:1:pos:R:3 method="wB97M-V/def2-TZVPD" largest_force_ha_per_bohr=0.0954 multiplicity=2 lumo_energy_ev="-9.0 / -10.9" total_charge=+2 s2=0.767
N 2.38916 1.26080 5.42193
H -2.63488 3.22130 -5.24019
O -1.69932 -3.32176 2.85652
O 2.13798 2.31406 -1.57121
V -1.61956 1.65310 -1.97376
C -1.81690 -4.76928 -0.81382
O 2.68294 -2.34197 -0.61681
C 2.83783 3.19493 -4.32792
H 2.10044 2.95289 -5.09328
H -1.30911 -4.70729 0.14868
H -0.71295 -2.98438 -1.66943
O 0.18421 5.01123 0.39742
H -0.46805 -0.74923 0.31041
H 1.60672 2.64267 4.04143
H 3.64771 0.97235 -5.41066
C -2.27441 -2.48477 2.20754
C 4.29683 -2.05400 2.70095
H -3.53418 3.32935 0.90986
H -4.81368 -6.04583 -0.28145
C -1.70379 -3.43666 -1.71164
H -0.40106 1.25489 1.71076
C -3.33175 2.41320 -5.01785
C -3.18832 -4.58325 -3.21926
O -2.50365 0.55198 -1.35264
H 3.69128 3.59737 -4.87361
C 5.42094 -1.24987 2.23511
C 3.31629 -2.33028 1.66732
C 3.67383 0.67390 5.71144
H -4.31914 -0.07540 2.26705
H -2.78469 -2.74646 1.26769
O -3.67022 2.46252 -3.58911
H -1.25731 -1.36707 4.30698
O 6.26303 -0.94852 3.22069
H -2.79616 -0.52905 4.47466
H 3.72384 -0.11456 4.96049
C -3.06637 3.88183 0.09499
H -3.56537 -4.41837 -4.22859
C 2.36872 1.86660 4.11328
H -1.51255 -5.63133 -1.40740
O 0.12068 1.28582 5.38970
H 3.60483 0.14686 6.66306
H 6.16858 -1.60172 3.91783
C 5.63716 -0.95233 0.92236
H 1.22881 1.68107 0.97627
O -0.35390 2.04446 -0.10333
H -5.42128 3.02980 -1.48523
H -3.38931 -6.94491 -0.73991
H 0.96015 -0.86358 0.97663
H -1.39030 0.24379 3.59724
C 0.25217 1.21691 0.83901
C 0.44999 -0.16165 0.31698
H 3.45173 0.81458 -2.05966
V 1.01208 3.95909 -0.45900
H 4.07909 -0.00593 -4.13675
O 5.05709 -0.88827 -1.34865
H -3.02819 0.70620 1.49286
C -3.73776 -6.11728 -0.12209
C -1.93902 -0.67210 3.81668
C -3.36139 -0.28761 1.79187
H -2.43576 -2.72731 -1.32544
H -2.94307 -5.64499 -3.24483
C 3.55393 -1.95157 0.34882
H 4.47643 1.41110 5.68945
O -0.67507 0.87316 -3.04848
C 1.14126 0.96069 5.95732
H 3.03447 -2.15904 -1.49121
O -2.02146 -3.71218 -3.03172
H -3.65844 4.49461 -3.67577
H -2.02187 3.94964 0.39918
N 3.21675 1.92613 -3.65953
H -3.23029 4.95928 0.11332
O -3.18558 -4.80577 -0.35055
H -4.02669 -4.39945 -2.54735
H 2.41624 -2.81882 2.01030
C -4.60206 3.68475 -1.78193
N -2.42194 -1.19072 2.58476
H 6.52280 -0.38996 0.66589
H -5.04791 4.62729 -1.46421
O 4.13311 -2.37027 3.87542
H -3.68539 -0.86371 0.92512
H 5.16182 1.42195 -4.41536
H 2.60129 3.94663 -3.57486
C 4.14172 1.03878 -4.44132
H 1.04549 -0.12758 -0.59534
H 2.14063 1.10351 3.36912
O 2.47928 4.37053 -0.00556
O -3.33183 3.33744 -1.21396
H -3.36213 -6.51110 0.82232
H 1.25702 0.54493 6.97020
H -5.17787 3.86867 -3.93279
H -4.17098 2.33488 -5.70898
H 3.39871 2.18164 3.94604
C -4.30775 3.70530 -3.29695
H -2.77473 1.48918 -5.17281
C 4.76461 -1.23112 -0.20568
C 2.83611 1.67473 -2.36520



# 2
85
Properties=species:S:1:pos:R:3 method="wB97M-V/def2-TZVPD" largest_force_ha_per_bohr=0.0168 lumo_energy_ev=0.1
H 2.66694 -2.52975 2.43388
S -3.54582 -0.29821 1.72464
C 2.68121 -1.49581 2.79499
H -3.15432 0.58109 -0.77326
C 4.14158 -1.10987 3.05911
H -0.68799 -0.85491 -1.13367
H -4.13385 1.66342 -1.73976
Br 0.22261 -8.46119 -1.73524
C 1.96023 -0.55021 1.81828
H 1.44364 3.81436 0.49931
C 5.06640 -1.45959 1.87950
C 1.11580 -3.01235 0.21533
H 1.14464 1.42890 -0.39389
Br -2.26667 -9.29151 -3.53005
H -7.23230 0.79899 -0.88111
H 4.50473 -1.64070 3.94263
C 1.70175 1.78077 -3.18148
H 2.65511 1.47905 -2.73576
H 0.69247 1.24401 2.11396
C -3.69952 1.52803 -0.74699
H 1.87537 0.01123 -1.14820
O 3.12010 4.70557 -0.34340
H 1.99413 5.33635 1.21467
H 2.89914 3.83261 1.52745
Br 0.71751 -5.00470 -3.51897
H -2.62573 2.83604 0.64109
C -1.46448 -7.90772 -2.46587
N -4.83573 1.38366 0.18800
H -1.65282 -2.38492 1.70802
H 3.67238 3.94273 -3.37302
C 2.33018 4.39526 0.78018
H -0.90732 0.40054 0.07404
C -0.83386 -1.90291 2.25203
H 1.46368 0.64911 3.57787
H -6.53179 2.44371 0.80666
Br -2.65490 -7.28650 -1.08872
H 1.44527 3.64922 -4.22780
H -5.53025 3.29351 -0.37723
H -3.15592 3.64231 -0.84349
H -0.30108 1.74959 -2.36145
H 0.25938 -5.41547 -1.10565
C -2.78438 2.70509 -0.43020
H 1.72558 1.41867 -4.21177
S -4.79590 2.18991 2.77114
H 2.73998 2.75706 -0.90878
H 0.21323 0.21226 -3.02112
H -0.47367 -3.11327 -1.27260
C 1.60811 0.79239 2.50303
H 2.64568 -0.31009 0.99526
H 4.55742 -1.36183 0.92025
H -0.53619 -0.49944 3.86663
H 2.63022 5.12127 -2.60549
C -6.82540 1.76107 -1.20637
H 5.95297 -0.82351 1.88205
H 0.72503 3.65423 -2.64112
C 3.29229 3.63567 -1.25810
H 2.13602 -1.48100 3.74459
H 4.20597 -0.03786 3.26375
H -1.80862 2.52186 -0.88037
H 0.81937 -3.84209 0.86985
H 2.42142 1.51365 2.39602
H -2.66417 0.74875 3.65572
H -7.66800 2.42439 -1.39713
H 2.21070 -2.98600 0.19514
C -4.45516 1.21706 1.50402
H -1.63070 1.06027 2.27030
H -0.35413 -2.69953 2.83583
H 5.42022 -2.48804 1.97291
C -2.20204 0.28394 2.78267
H 1.93990 -4.97266 -1.34139
H -6.27141 1.57801 -2.12641
C 0.55303 1.07459 -2.43668
C -5.93964 2.31854 -0.09317
C 0.91725 -4.71343 -1.61964
H -1.26288 -7.06855 -3.11732
C 0.60347 -3.27762 -1.20804
C -0.16138 -0.27454 -0.37233
H 4.35070 3.35826 -1.26357
H 1.10006 -2.60132 -1.91030
H -2.00339 -1.43511 3.97751
C -1.36679 -0.88783 3.27143
C 2.84566 4.05078 -2.66720
C 0.93848 0.56708 -1.04123
C 1.60849 3.32136 -3.19653
Si 0.48271 -1.39628 1.00214



# 3
96
Properties=species:S:1:pos:R:3 method="wB97M-V/def2-TZVPD" largest_force_ha_per_bohr=0.0174 lumo_energy_ev=0.1 smiles="O=C1OCCO1.O=C1OCCO1.CNC(C)=O.CNC(C)=O.CNC(C)=O.CNC(C)=O.CNC(C)=O.ClCCCl.ClCCCl"
H -16.81277 -1.57480 13.40344
H -16.84128 8.35909 18.81562
H -17.58447 -1.82991 14.94337
C -24.48999 7.56907 17.16531
H -21.17433 5.11074 13.04611
H -12.62925 3.20859 19.09981
N -21.46552 2.65211 19.02359
C -21.96391 3.61300 18.22172
H -19.80251 2.84768 20.29818
H -16.65386 5.88640 20.33006
C -22.64213 3.14238 16.95452
O -21.80936 4.81073 18.43340
H -13.71273 6.44085 16.58062
N -13.86811 4.13388 20.52349
C -18.98022 -1.08279 13.41741
H -13.45329 4.72156 21.22518
H -13.82548 2.14951 19.86334
O -25.07346 8.22128 16.31400
H -16.27207 9.95773 19.26873
H -12.42989 2.65875 20.78879
H -23.21562 6.98110 14.87806
H -21.81460 6.28964 15.69840
H -15.87353 2.21346 15.21066
C -18.61558 5.03396 18.14515
H -21.24949 2.19210 21.04425
N -15.07991 3.60606 16.55647
Cl -14.50546 8.44273 18.93495
C -15.14295 4.39626 20.18584
H -26.06707 6.87825 18.40848
C -20.89347 2.92981 20.32957
H -25.20922 8.31808 19.00193
C -20.45385 7.47847 9.35858
O -15.77072 3.69018 19.39592
C -16.27253 9.53764 17.14280
H -20.91502 8.09696 11.34924
C -19.72811 8.56519 20.19004
C -18.49081 0.84064 14.51721
C -22.53606 7.10706 15.72085
H -15.04217 5.93666 17.58418
H -21.57165 1.70193 18.71519
C -14.70968 6.00623 16.54774
H -17.28365 9.89796 16.98368
Cl -22.33634 7.93220 20.67789
H -16.00567 8.72289 16.47999
H -18.13613 3.94469 16.32373
C -18.94723 4.54452 16.72522
H -20.12108 9.43461 19.66525
O -19.23317 7.94479 16.48718
Cl -19.20374 8.98270 21.83471
H -21.06707 6.73136 8.85697
C -20.68304 6.06752 12.87340
H -20.76338 7.10424 19.10843
H -14.15394 2.01618 15.54796
C -17.59033 -1.18784 14.05736
H -19.87646 3.98692 16.68556
C -20.71363 7.43382 20.14592
N -20.54432 7.34288 10.80031
C -20.38979 6.12876 11.38717
C -15.77717 5.55562 20.88697
H -18.84717 8.28675 19.61482
H -15.12497 6.40998 21.05241
N -23.26736 7.02642 16.96396
H -22.10346 3.50573 16.07837
H -19.58260 -1.94868 13.67747
H -19.39420 4.86297 18.89116
O -20.03529 5.14881 10.75725
H -23.66178 3.52007 16.94401
H -21.37298 6.85803 13.17100
H -19.42528 7.37881 9.00978
H -15.39188 6.61410 15.95763
O -18.61454 1.93570 14.95756
O -19.07654 5.75894 15.97099
C -15.11732 2.27295 15.99140
Cl -15.18023 10.90661 16.74834
C -13.14381 2.98028 20.03298
C -16.10872 9.13320 18.57956
C -14.64158 4.66277 15.84234
O -17.32899 0.15012 14.47670
H -21.15476 3.94904 20.59704
O -18.50690 6.45507 17.99989
C -18.97981 6.82329 16.79060
C -25.09114 7.34047 18.53456
H -15.35401 1.56685 16.78431
H -17.71722 4.57263 18.55712
H -22.63710 2.05586 16.83193
O -14.24276 4.57058 14.69388
H -20.79004 8.46803 9.05234
H -18.93162 -0.96033 12.33683
H -24.46022 6.74354 19.19302
H -15.32372 3.74395 17.52803
O -19.50957 0.09685 14.01750
H -16.17544 5.21820 21.84901
H -19.78127 6.10325 13.47942
H -21.98981 8.04406 15.59439
H -22.83846 6.54908 17.74035
H -20.43645 6.57243 20.74770